{
  "formula": "CH6N3",
  "method": "wB97M-V/def2-TZVPD",
  "charge": 1,
  "spin_multiplicity": 1,
  "de_lowest_kcal_mol": 129.8,
  "species": ["C", "N", "N", "N", "H", "H", "H", "H", "H", "H"],
  "positions_angstrom": [[-2.01, 0.11, 0.08], [-0.71, 0.03, 0.07], [0.41, 0.15, 0.87], [1.55, 0.02, 0.09], [-2.40, 0.46, 0.95], [-2.43, -0.38, -0.80], [-0.33, -0.23, -0.94], [2.20, -0.83, 0.41], [2.27, 0.86, 0.23], [1.46, -0.20, -0.96]],
  "lowdin_charge": [0.134, -0.089, -0.062, 0.035, 0.069, 0.116, 0.181, 0.214, 0.220, 0.181]
}